{"formula": "C26H17F3HgN5OS", "method": "ωB97M-V/def2-TZVPD", "e_homo_ev": [-6.85, -7.69], "spin_multiplicity": 2, "species": ["Hg", "F", "C", "F", "F", "C", "C", "C", "C", "N", "C", "S", "H", "H", "H", "C", "O", "C", "C", "C", "C", "C", "C", "C", "N", "C", "C", "N", "C", "C", "C", "C", "N", "C", "C", "N", "C", "C", "C", "C", "H", "H", "H", "H", "H", "H", "H", "H", "H", "H", "H", "H", "H", "H"], "positions_angstrom": [[-3.577, 0.917, 3.625], [-0.284, -2.216, 6.541], [-1.393, -2.764, 7.044], [-1.081, -4.048, 7.332], [-1.639, -2.162, 8.223], [-2.585, -2.693, 6.125], [-3.385, -3.814, 6.017], [-4.522, -3.787, 5.223], [-4.821, -2.596, 4.595], [-4.065, -1.506, 4.687], [-2.940, -1.511, 5.429], [-1.991, -0.055, 5.490], [-3.119, -4.708, 6.563], [-5.148, -4.659, 5.101], [-5.716, -2.491, 3.991], [5.628, -0.069, -7.673], [5.201, 1.141, -7.071], [4.352, 1.053, -6.019], [3.936, 2.265, -5.468], [3.069, 2.277, -4.397], [2.596, 1.086, -3.843], [3.012, -0.115, -4.403], [3.884, -0.142, -5.481], [1.675, 1.059, -2.702], [1.174, -0.027, -2.165], [0.354, 0.413, -1.155], [0.363, 1.781, -1.079], [1.216, 2.189, -2.079], [-0.418, 2.524, -0.139], [-0.446, 3.921, -0.045], [-1.262, 4.516, 0.883], [-2.031, 3.695, 1.716], [-2.009, 2.381, 1.650], [-1.226, 1.780, 0.743], [-1.236, 0.312, 0.687], [-2.014, -0.348, 1.560], [-2.043, -1.663, 1.523], [-1.315, -2.421, 0.597], [-0.516, -1.765, -0.303], [-0.456, -0.366, -0.263], [6.276, 0.218, -8.495], [4.781, -0.639, -8.062], [6.191, -0.685, -6.967], [4.311, 3.183, -5.901], [2.758, 3.238, -4.005], [2.636, -1.038, -3.984], [4.193, -1.093, -5.889], [1.468, 3.133, -2.305], [0.169, 4.523, -0.703], [-1.320, 5.592, 0.974], [-2.688, 4.128, 2.462], [-2.674, -2.149, 2.261], [-1.389, -3.500, 0.601], [0.067, -2.292, -1.047]], "forces_ev_per_a": [[0.33, 0.03, 0.11], [0.04, -0.02, -0.05], [0.01, -0.02, -0.01], [-0.03, -0.02, 0.04], [0.00, 0.06, 0.01], [-0.03, 0.03, 0.03], [0.03, 0.00, -0.03], [0.00, -0.04, 0.04], [0.01, 0.10, -0.03], [0.11, -0.10, -0.04], [0.02, -0.08, 0.07], [-0.36, 0.08, -0.31], [0.02, -0.02, -0.05], [-0.04, 0.03, 0.05], [0.03, -0.03, -0.05], [0.01, 0.03, 0.00], [0.01, -0.02, -0.02], [-0.04, 0.00, 0.03], [0.03, 0.00, -0.03], [0.01, 0.02, -0.01], [-0.03, 0.02, 0.04], [0.00, -0.04, 0.00], [0.01, 0.00, 0.00], [-0.01, 0.03, -0.06], [-0.04, -0.02, 0.03], [-0.01, -0.09, -0.02], [-0.01, 0.11, 0.02], [-0.01, -0.01, 0.03], [0.04, -0.01, -0.06], [0.02, -0.02, -0.04], [-0.01, 0.00, 0.01], [0.03, 0.00, -0.05], [-0.05, -0.01, 0.10], [-0.02, -0.07, 0.04], [-0.04, 0.04, 0.04], [-0.13, 0.04, 0.14], [0.00, 0.00, -0.01], [0.00, -0.01, 0.01], [0.03, 0.02, -0.04], [0.03, -0.02, -0.05], [0.01, 0.00, 0.00], [0.00, 0.00, 0.00], [-0.01, -0.01, 0.00], [-0.03, 0.00, 0.01], [0.02, -0.01, 0.02], [0.03, 0.01, 0.01], [-0.02, 0.00, 0.01], [0.00, 0.01, -0.01], [-0.02, 0.01, 0.00], [0.02, -0.01, 0.02], [0.01, 0.01, 0.00], [0.01, 0.00, -0.01], [0.00, 0.01, 0.02], [0.01, -0.01, 0.03]]}

---

{"formula": "C26H17F5N5O5RuS5Se", "method": "ωB97M-V/def2-TZVPD", "e_homo_ev": [-1.18, -1.20], "total_charge": -2, "spin_multiplicity": 2, "species": ["Ru", "O", "C", "S", "C", "C", "S", "S", "S", "F", "C", "C", "F", "C", "F", "C", "Se", "C", "F", "C", "F", "S", "C", "N", "C", "C", "C", "N", "H", "H", "H", "H", "H", "H", "H", "H", "C", "N", "C", "C", "C", "O", "N", "C", "O", "H", "H", "H", "H", "H", "O", "C", "N", "C", "O", "C", "C", "C", "C", "C", "C", "H", "H", "H", "H"], "positions_angstrom": [[1.007, 0.570, 0.564], [5.803, 0.294, 6.015], [5.000, 0.300, 5.117], [5.404, 0.054, 3.421], [3.777, 0.257, 2.745], [2.770, 0.486, 3.644], [1.129, 0.709, 3.273], [3.268, 0.548, 5.345], [3.598, 0.153, 1.062], [0.182, 0.111, -7.429], [0.706, 0.327, -6.197], [0.284, -0.425, -5.105], [-0.646, -1.386, -5.306], [0.805, -0.208, -3.840], [0.417, -1.035, -2.876], [1.735, 0.818, -3.585], [2.372, 1.304, -1.888], [2.180, 1.513, -4.727], [3.135, 2.451, -4.578], [1.691, 1.289, -5.998], [2.154, 2.004, -7.053], [1.288, 3.265, 0.982], [-0.154, 3.470, 0.127], [-0.101, 3.485, -1.213], [-1.296, 3.425, -2.021], [-2.349, 4.304, -1.350], [-2.551, 3.807, 0.075], [-1.281, 3.827, 0.771], [0.756, 3.095, -1.609], [-1.657, 2.389, -2.099], [-1.057, 3.786, -3.028], [-3.289, 4.278, -1.901], [-1.991, 5.335, -1.307], [-2.968, 2.792, 0.073], [-3.248, 4.454, 0.618], [-1.339, 3.487, 1.737], [-3.915, 0.035, 3.446], [-3.131, 0.058, 2.238], [-3.219, -0.948, 1.335], [-2.513, -0.940, 0.187], [-1.521, 0.098, 0.012], [-0.827, 0.232, -1.015], [-1.401, 1.034, 0.984], [-2.200, 1.104, 2.047], [-2.227, 2.071, 2.808], [-4.982, 0.146, 3.217], [-3.584, 0.878, 4.055], [-3.751, -0.901, 3.981], [-3.922, -1.739, 1.575], [-2.575, -1.739, -0.531], [1.631, -1.494, -0.551], [1.059, -2.197, 0.274], [0.239, -1.735, 1.241], [-0.260, -2.763, 1.970], [-1.115, -2.717, 2.837], [0.392, -4.042, 1.473], [0.346, -5.352, 1.894], [1.104, -6.288, 1.197], [1.874, -5.923, 0.104], [1.925, -4.599, -0.319], [1.184, -3.679, 0.388], [-0.238, -5.638, 2.755], [1.099, -7.319, 1.525], [2.458, -6.670, -0.421], [2.535, -4.306, -1.160]], "forces_ev_per_a": [[3.40, 1.15, 2.32], [0.41, -0.04, 0.41], [-0.56, 0.02, -0.45], [-0.13, 0.06, -0.21], [-0.89, 0.35, 2.26], [2.22, -0.45, -0.58], [-1.33, 0.04, -1.53], [-0.14, 0.05, -0.13], [-1.57, 0.19, -1.82], [0.19, 0.06, 0.34], [0.08, 0.01, 0.16], [-0.14, -0.01, -0.43], [0.21, 0.16, 0.05], [0.33, 0.24, 0.03], [0.03, 0.09, -0.34], [-0.52, -0.30, -0.75], [0.22, 0.26, 0.63], [0.01, -0.15, 0.66], [-0.20, -0.02, -0.26], [-0.18, -0.11, -0.27], [-0.14, -0.16, 0.22], [0.38, -1.45, 0.29], [-0.03, 1.09, -0.46], [-0.29, -0.23, 0.31], [-0.43, 0.09, -0.16], [0.04, -0.24, 0.07], [-0.27, 0.18, -0.13], [0.00, -0.23, -0.10], [0.08, -0.06, 0.13], [0.10, 0.12, -0.02], [-0.01, -0.05, 0.15], [-0.04, -0.02, -0.03], [-0.01, 0.07, -0.12], [0.04, 0.07, -0.02], [0.06, -0.05, -0.04], [0.19, 0.01, -0.18], [-0.14, 0.07, 0.18], [0.42, 0.25, 0.18], [-0.02, -0.12, -0.58], [-0.03, -0.17, 0.13], [-1.32, 0.47, -0.11], [0.05, -0.31, 0.11], [0.65, -0.38, -0.62], [-0.49, -0.33, -0.05], [0.02, 0.29, 0.47], [0.06, 0.00, 0.08], [-0.11, -0.17, -0.03], [0.00, 0.00, 0.03], [0.08, 0.05, 0.04], [-0.05, -0.10, -0.06], [-0.32, 0.12, 0.41], [-0.05, -0.57, 0.13], [0.26, 0.80, -0.59], [-0.11, -0.12, 0.16], [-0.06, -0.08, 0.14], [0.35, -0.08, -0.39], [-0.08, 0.19, 0.07], [-0.02, -0.21, 0.07], [0.11, -0.10, -0.10], [-0.02, 0.08, 0.02], [-0.11, -0.33, 0.19], [-0.14, -0.03, 0.11], [0.00, -0.08, -0.01], [-0.04, -0.03, 0.04], [0.04, 0.12, -0.06]]}

---

{"formula": "C26H18CdCl2N6O2S2", "method": "ωB97M-V/def2-TZVPD", "e_homo_ev": -6.18, "de_lowest_kcal_mol": 80.4, "species": ["Cd", "Cl", "C", "C", "C", "N", "C", "O", "C", "C", "C", "C", "C", "N", "C", "C", "C", "Cl", "N", "C", "O", "C", "C", "C", "C", "C", "N", "H", "H", "H", "H", "H", "H", "H", "H", "H", "H", "C", "C", "N", "C", "C", "S", "C", "C", "S", "C", "N", "C", "H", "H", "H", "H", "H", "H", "H", "H"], "positions_angstrom": [[-0.052, -0.073, -0.075], [0.131, 3.282, 6.037], [-0.467, 2.279, 4.760], [0.445, 1.714, 3.883], [0.021, 0.912, 2.820], [0.865, 0.368, 1.857], [2.174, 0.197, 2.060], [2.848, 0.480, 3.047], [2.900, -0.488, 0.904], [4.238, -0.815, 1.076], [4.901, -1.480, 0.061], [4.213, -1.801, -1.099], [2.884, -1.430, -1.196], [2.244, -0.785, -0.220], [-1.365, 0.678, 2.693], [-2.263, 1.239, 3.582], [-1.826, 2.053, 4.615], [-2.994, 2.746, 5.688], [-1.838, -0.122, 1.603], [-3.215, -0.433, -0.496], [-4.618, -0.503, -0.231], [-2.589, -0.871, -1.604], [-3.336, -1.508, -2.675], [-2.711, -1.892, -3.806], [-1.305, -1.688, -3.967], [-0.637, -1.133, -2.923], [-1.206, -0.743, -1.756], [1.497, 1.898, 4.019], [4.714, -0.544, 2.007], [5.943, -1.751, 0.174], [4.687, -2.328, -1.914], [2.306, -1.660, -2.082], [-3.321, 1.041, 3.481], [-4.399, -1.649, -2.540], [-3.283, -2.357, -4.600], [-0.784, -1.968, -4.869], [0.433, -0.967, -2.989], [-2.728, -3.620, 2.339], [-2.792, -2.149, 2.086], [-1.712, -1.523, 1.846], [-2.936, 0.336, 0.772], [-4.384, -0.080, 1.106], [-4.415, -1.454, 2.287], [-2.691, 1.789, 0.477], [-3.543, 2.836, 0.577], [-2.751, 4.268, 0.067], [-1.331, 3.372, -0.269], [-1.439, 2.102, -0.009], [-0.085, 4.003, -0.794], [-1.691, -3.946, 2.315], [-3.311, -4.157, 1.591], [-3.156, -3.847, 3.318], [-5.113, 0.655, 1.448], [-4.561, 2.845, 0.929], [-0.195, 5.081, -0.893], [0.162, 3.588, -1.771], [0.741, 3.799, -0.112]], "forces_ev_per_a": [[0.03, 0.01, -0.03], [-0.01, 0.00, -0.01], [0.07, 0.00, 0.01], [-0.01, 0.01, 0.00], [-0.02, 0.00, 0.02], [-0.09, 0.04, -0.07], [0.06, 0.00, 0.02], [-0.02, -0.01, -0.01], [0.04, -0.01, 0.01], [-0.02, -0.01, -0.02], [0.03, 0.00, 0.01], [-0.05, 0.01, -0.02], [0.03, 0.01, 0.00], [-0.10, 0.06, -0.03], [-0.03, 0.04, 0.05], [0.04, 0.03, 0.05], [-0.07, -0.04, -0.04], [0.00, 0.01, 0.00], [0.28, -0.13, -0.14], [-0.03, 0.00, -0.04], [0.01, -0.02, 0.01], [-0.02, -0.03, -0.01], [0.01, 0.00, -0.02], [-0.03, -0.01, -0.02], [0.01, 0.02, 0.05], [0.01, -0.03, -0.06], [0.09, 0.07, 0.20], [0.00, 0.00, 0.01], [-0.01, 0.00, 0.01], [0.00, 0.00, 0.00], [0.00, 0.00, 0.00], [0.01, -0.02, 0.00], [-0.01, 0.00, 0.00], [0.00, 0.01, 0.02], [0.01, 0.00, -0.01], [0.00, 0.00, 0.00], [-0.01, 0.00, -0.01], [0.01, -0.02, 0.07], [0.00, 0.06, -0.01], [-0.17, -0.05, 0.06], [-0.12, 0.02, 0.01], [0.01, 0.05, -0.06], [-0.01, -0.05, 0.04], [-0.03, 0.03, -0.01], [0.05, -0.03, 0.06], [-0.07, 0.00, -0.05], [0.12, -0.04, 0.02], [-0.02, -0.01, -0.03], [0.00, 0.02, 0.03], [0.00, -0.01, -0.01], [0.01, 0.01, -0.02], [-0.01, -0.01, -0.01], [0.02, 0.01, 0.00], [0.00, 0.01, 0.01], [0.00, 0.00, 0.00], [-0.01, -0.01, 0.00], [0.01, 0.00, -0.01]]}

---

{"formula": "C26H18CrN2O6P", "method": "ωB97M-V/def2-TZVPD", "e_homo_ev": [-9.28, -8.78], "spin_multiplicity": 2, "species": ["Cr", "O", "C", "C", "C", "N", "C", "C", "C", "O", "O", "C", "O", "O", "H", "H", "H", "N", "C", "O", "P", "C", "C", "C", "C", "C", "C", "C", "C", "C", "C", "C", "C", "C", "C", "C", "C", "C", "C", "H", "H", "H", "H", "H", "H", "H", "H", "H", "H", "H", "H", "H", "H", "H"], "positions_angstrom": [[-0.095, 2.947, -0.858], [0.419, 2.563, 5.062], [0.254, 2.656, 3.729], [-1.004, 2.628, 3.126], [-1.062, 2.748, 1.763], [0.045, 2.898, 1.056], [1.255, 2.882, 1.602], [1.409, 2.763, 2.956], [2.338, 2.904, 0.544], [3.495, 2.763, 0.845], [1.833, 3.013, -0.676], [-2.280, 2.616, 0.873], [-3.352, 2.346, 1.349], [-1.969, 2.771, -0.404], [-0.435, 2.495, 5.499], [-1.924, 2.506, 3.690], [2.398, 2.744, 3.400], [-0.363, 5.954, -1.722], [-0.261, 4.841, -1.402], [0.034, 0.917, -0.996], [-0.003, -0.592, -0.935], [1.289, -1.186, 0.137], [1.125, -2.306, 0.956], [2.168, -2.710, 1.779], [3.359, -1.991, 1.795], [3.519, -0.870, 0.987], [2.488, -0.469, 0.150], [-1.555, -1.180, -0.289], [-2.329, -2.136, -0.944], [-3.560, -2.503, -0.413], [-4.017, -1.909, 0.756], [-3.248, -0.952, 1.409], [-2.014, -0.592, 0.894], [0.232, -1.324, -2.547], [0.671, -2.644, -2.677], [0.837, -3.195, -3.940], [0.572, -2.429, -5.070], [0.140, -1.115, -4.943], [-0.032, -0.560, -3.682], [0.183, -2.846, 0.961], [2.046, -3.576, 2.420], [4.165, -2.302, 2.451], [4.436, -0.294, 1.015], [2.607, 0.409, -0.476], [-1.981, -2.579, -1.871], [-4.169, -3.240, -0.923], [-4.986, -2.184, 1.156], [-3.619, -0.471, 2.307], [-1.414, 0.160, 1.396], [0.896, -3.234, -1.792], [1.183, -4.217, -4.044], [0.708, -2.858, -6.056], [-0.061, -0.521, -5.826], [-0.368, 0.460, -3.576]], "forces_ev_per_a": [[0.11, -0.96, -0.34], [0.06, -0.02, 0.01], [-0.03, 0.00, 0.17], [-0.16, -0.03, 0.37], [0.04, 0.05, -0.26], [0.11, -0.08, 0.03], [-0.09, 0.04, -0.29], [0.27, 0.00, 0.19], [-0.30, -0.02, -0.37], [0.15, 0.02, -0.16], [-0.22, 0.27, 0.50], [0.28, 0.15, -0.44], [-0.22, 0.02, -0.14], [0.15, 0.27, 0.51], [-0.09, 0.00, 0.07], [0.10, 0.01, -0.03], [-0.12, 0.00, -0.02], [0.07, -0.80, 0.13], [-0.09, 1.19, 0.03], [-0.03, -0.40, -0.16], [-0.01, 0.43, 0.13], [0.19, -0.10, 0.21], [0.09, 0.07, -0.01], [-0.02, 0.06, -0.04], [-0.02, 0.00, 0.00], [-0.02, -0.01, 0.00], [0.00, -0.08, 0.09], [-0.26, -0.01, 0.12], [-0.05, 0.02, 0.04], [0.04, 0.04, 0.03], [0.03, 0.00, -0.03], [0.00, -0.03, 0.02], [-0.05, -0.13, -0.10], [0.12, -0.06, -0.23], [0.03, 0.05, -0.01], [-0.01, 0.03, 0.05], [-0.01, 0.00, -0.01], [-0.01, -0.02, 0.01], [0.03, -0.23, -0.03], [0.09, 0.05, 0.00], [0.01, 0.05, -0.04], [-0.06, 0.02, -0.05], [-0.05, -0.05, 0.00], [-0.01, -0.05, 0.02], [-0.05, 0.04, 0.09], [0.03, 0.03, 0.02], [0.06, 0.02, -0.02], [0.03, -0.02, -0.08], [-0.03, -0.12, -0.03], [-0.01, 0.06, -0.10], [-0.03, 0.07, 0.01], [-0.01, 0.03, 0.07], [0.01, -0.02, 0.04], [-0.02, 0.12, 0.01]]}

---

Calculated values (g/mol) of M for the records, taken in order: 705.11, 914.81, 693.92, 537.41.
Calculated values (eV/A) of max |F| for the records, taken in order: 0.48, 4.28, 0.34, 1.19.
Calculated values (a.u.) of electronic energy for the records, taken in order: -2201.2799, -6637.6791, -3365.0826, -2948.4633.